Record 1
Density functional theory data (wB97M-V/def2-TZVPD) for an isolated molecule of C6H14O.

XYZ file:
```
21
C6H14O (wB97M-V/def2-TZVPD)
O -0.02196 -0.47008 -0.07408
C -2.40422 -0.52209 -0.05518
C 3.69453 0.00526 -0.12744
C -1.16185 0.35069 -0.00531
C 2.34637 -0.70775 -0.05887
C 1.17858 0.26318 -0.05648
C -3.67097 0.26862 0.25890
H 3.85789 0.64084 0.75084
H -2.27780 -1.34203 0.66200
H -1.14722 0.93897 0.92854
H 1.21924 0.91021 0.83860
H -2.47413 -0.98089 -1.04706
H -3.68205 0.58915 1.30593
H -4.56947 -0.33038 0.08378
H -3.74601 1.16787 -0.36321
H 3.76060 0.64288 -1.01709
H 2.28745 -1.32787 0.84353
H -1.16806 1.07291 -0.84085
H 1.23216 0.92755 -0.93771
H 4.51820 -0.71417 -0.17429
H 2.22870 -1.38287 -0.91453
```

Properties
HOMO-LUMO gap   10.95 eV
F_max   0.0054 hartree/bohr
Electronic energy   -8496.3067 eV
HOMO energy   -0.3590 Eh
SMILES string   CCCOCCC
ΔE to the lowest compared entry with this formula, charge and spin   13.50 kcal/mol

***

Record 2
Density functional theory data (wB97M-V/def2-TZVPD) for a structure of composition C6H14O in a non-equilibrium geometry.

XYZ file:
```
21
C6H14O (wB97M-V/def2-TZVPD)
O -0.60634 -1.40163 1.96644
C -1.17688 -0.45131 -0.14252
C -0.17977 0.02087 -1.16690
C 0.01522 1.53614 -1.22587
C 0.70183 -1.84992 2.25733
C 1.06500 1.95181 -2.25750
C -1.15315 -1.77482 0.29368
H 0.92645 -1.44668 3.24713
H 1.41947 -1.48903 1.49243
H 0.81561 1.56570 -3.25506
H 1.15242 3.04187 -2.33311
H 0.30320 1.90973 -0.23111
H 2.05356 1.55913 -1.98621
H -0.53470 -0.33982 -2.14257
H 0.75019 -2.95249 2.29627
H -0.62255 -0.43063 1.36618
H -2.14541 0.03862 -0.08967
H 0.80274 -0.44952 -0.99023
H -0.31273 -2.42944 0.05980
H -0.94923 2.00490 -1.46408
H -2.03078 -2.29230 0.65619
```

Properties
HOMO-LUMO gap   8.64 eV
F_max   0.0272 hartree/bohr
Electronic energy   -8493.0013 eV
HOMO energy   -0.2808 Eh
ΔE to the lowest compared entry with this formula, charge and spin   89.73 kcal/mol

***

Record 3
Density functional theory data (wB97M-V/def2-TZVPD) for a cluster of 2 separate species, C6H14O in total.

XYZ file:
```
21
C6H14O (wB97M-V/def2-TZVPD)
O 2.40012 0.12574 0.41027
C -3.27832 0.28356 -0.54716
C 0.19581 -0.56961 0.78344
C 1.16086 -0.00568 -0.25216
C 3.43376 0.62074 -0.39784
C -1.23644 -0.88856 0.33831
C -2.17232 0.28547 0.19305
H 0.65831 -1.48624 1.16731
H -0.87749 -0.00834 -2.67278
H 3.63322 -0.03499 -1.26097
H -1.94604 1.15342 0.81423
H -1.23684 -1.49405 -0.57731
H 3.21346 1.63271 -0.77371
H 1.25994 -0.68534 -1.11783
H -1.44135 0.30580 -2.30348
H -3.54284 -0.57107 -1.16907
H 0.82407 0.97058 -0.64219
H 4.33391 0.66423 0.22276
H 0.16718 0.13471 1.62393
H -1.67418 -1.52814 1.11628
H -3.96845 1.12247 -0.55877
```

Properties
HOMO-LUMO gap   10.76 eV
F_max   0.0059 hartree/bohr
Electronic energy   -8494.4019 eV
HOMO energy   -0.3531 Eh
SMILES string   C=CCCCOC.[H][H]
ΔE to the lowest compared entry with this formula, charge and spin   57.43 kcal/mol

***

Record 4
Density functional theory data (wB97M-V/def2-TZVPD) for an isolated molecule of C6H14O.

XYZ file:
```
21
C6H14O (wB97M-V/def2-TZVPD)
O 2.64885 0.11810 0.76465
C 0.27574 -0.20736 0.67723
C 1.53917 0.11803 -0.09760
C 3.82598 0.47154 0.08885
C -3.45212 -0.14730 -0.53481
C -0.93516 -0.23459 -0.25755
C -2.28580 -0.25208 0.45557
H -0.86917 -1.12042 -0.90565
H 4.64215 0.45719 0.81471
H -2.36929 -1.17217 1.04753
H -3.21842 -0.67107 -1.46721
H -3.66636 0.89707 -0.78913
H -4.37203 -0.58030 -0.13026
H 0.13971 0.54601 1.46400
H 0.40087 -1.17357 1.18393
H 4.05514 -0.23733 -0.72337
H 3.75298 1.48043 -0.34922
H 1.68793 -0.61554 -0.91111
H -2.32999 0.57935 1.17213
H -0.90243 0.63550 -0.92719
H 1.43225 1.10853 -0.57552
```

Properties
HOMO-LUMO gap   10.96 eV
F_max   0.0062 hartree/bohr
Electronic energy   -8496.1287 eV
HOMO energy   -0.3609 Eh
SMILES string   CCCCCOC
ΔE to the lowest compared entry with this formula, charge and spin   17.61 kcal/mol

***

Record 5
Density functional theory data (wB97M-V/def2-TZVPD) for a cluster of 2 separate species, C6H14O in total.

XYZ file:
```
21
C6H14O (wB97M-V/def2-TZVPD)
O 1.20943 1.44838 0.79934
C -0.12969 1.19914 0.66218
C 1.32242 -1.16931 -0.93520
C -1.04076 2.38761 0.78439
C -0.50622 -2.51374 0.14100
C 0.35001 -1.25178 0.25408
C -0.54658 -0.04374 0.41769
H -1.27265 2.57113 1.83719
H 0.79217 -1.16175 -1.89606
H 1.39308 2.36612 0.56048
H -1.18626 -2.60899 0.99480
H -1.62327 -0.19029 0.35273
H -0.58220 3.29773 0.37280
H 0.96103 -1.32624 1.16403
H 0.09966 1.80035 -1.78406
H 1.98056 -2.04699 -0.93568
H -1.97498 2.22861 0.23849
H 1.95212 -0.27680 -0.88401
H 0.11900 -3.41140 0.09436
H -0.20153 1.18811 -1.46636
H -1.11535 -2.48614 -0.77220
```

Properties
HOMO-LUMO gap   9.36 eV
F_max   0.0133 hartree/bohr
Electronic energy   -8495.0651 eV
HOMO energy   -0.3103 Eh
SMILES string   C/C(O)=C/C(C)C.[H][H]
ΔE to the lowest compared entry with this formula, charge and spin   42.14 kcal/mol

***

Record 6
Density functional theory data (wB97M-V/def2-TZVPD) for an isolated molecule of C6H14O.

XYZ file:
```
21
C6H14O (wB97M-V/def2-TZVPD)
O -0.41205 -2.34390 3.30220
C 0.13102 1.39967 -1.62310
C -0.12429 -1.28476 1.18789
C 0.25441 -0.00063 -1.01755
C -0.70040 -1.15843 2.58707
C -0.39046 -0.02779 0.36784
C 0.96387 1.66638 -2.88365
H 0.43692 2.11224 -0.84673
H -1.47465 0.12733 0.26665
H -0.55385 -2.17073 0.70457
H -0.92890 1.60792 -1.82050
H -0.25926 -0.27702 3.08301
H -0.20293 -0.75915 -1.66912
H -0.01325 0.83980 0.92944
H 0.36013 1.62753 -3.79497
H 1.31754 -0.26831 -0.93229
H -0.77516 -2.25071 4.19041
H 0.95643 -1.45834 1.27119
H 1.42249 2.65898 -2.83290
H 1.78024 0.94426 -2.99373
H -1.78784 -0.98433 2.52428
```

Properties
HOMO-LUMO gap   11.30 eV
F_max   0.0089 hartree/bohr
Electronic energy   -8496.4156 eV
HOMO energy   -0.3783 Eh
SMILES string   CCCCCCO
ΔE to the lowest compared entry with this formula, charge and spin   10.99 kcal/mol

***

- Number 6 is which compound?
  C6H14O

***

- Which value of ΔE to the lowest compared entry with this formula, charge and spin does entry 5 give?
  42.14 kcal/mol